Entry 1:
Here is the molecule C6H13N3 from OMol25. Energies are from ωB97M-V/def2-TZVPD.

Properties
ΔE to the lowest compared entry with this formula, charge and spin (kJ/mol): 416.4
HOMO level (eV): -8.79
Gap between HOMO and LUMO (eV): 9.615
Total energy (eV): -10899.097
E_LUMO (eV): 0.82
F_max (eV/Å): 5.881
Charge: 0

Element x y z (Å)
N -1.5449 0.0351 0.1422
N -2.6362 0.8260 0.2389
N -2.2692 -0.9378 -0.5800
C 0.8680 -1.3336 -0.1142
C 2.0193 0.8902 -0.7430
C 1.1412 0.4535 1.5369
C 0.9478 0.1336 0.0675
C -3.3013 -0.1183 -0.3500
C -0.3826 0.5837 -0.3983
H -0.3871 0.2904 -1.5226
H 3.0020 0.6984 -0.3006
H -2.2142 -1.9548 -0.4791
H -0.5961 1.8095 -0.3550
H 2.0783 0.8199 -1.8519
H 2.0621 -0.0087 1.9341
H 0.0951 -1.6114 0.5722
H 1.6534 -1.9434 0.2022
H 0.3246 -0.0983 2.1740
H 0.5255 -1.6408 -1.0634
H 1.8708 2.0029 -0.5967
H -4.3561 -0.4155 -0.3610
H 1.0997 1.5193 1.8479

natural (NBO) atomic charge list, values in e, 5 entries:
1 N -0.1280
2 N -0.3061
3 N -0.4706
4 C -0.6075
5 C -0.6035

***

Entry 2:
Here is a cluster of 2 separate species, C6H13N3O2 in total from OMol25. Energies are from ωB97M-V/def2-TZVPD.

Properties
ΔE to the lowest compared entry with this formula, charge and spin (kJ/mol): 356.1
SMILES: C=CCNC=O.CN(N)C=O
HOMO level (eV): -7.01
Gap between HOMO and LUMO (eV): 7.398
Total energy (eV): -14994.360
E_LUMO (eV): 0.39
F_max (eV/Å): 5.669
Charge: 0

Element x y z (Å)
O 0.8396 0.5909 -0.0647
O -0.9968 -3.2991 -2.7295
N -0.4963 2.1102 1.8282
N 0.3250 2.6475 0.8320
N 0.2760 -2.4091 -1.0586
C -0.1618 -0.9715 0.9261
C 0.4956 4.0834 0.7756
C -0.6965 -3.2133 -1.5545
C 0.5066 -2.1903 0.3529
C 0.9316 1.7977 -0.0475
C -1.0231 -0.1881 0.2663
H -1.1903 -3.8177 -0.7681
H -1.4661 0.6497 0.7360
H 1.5438 2.3416 -0.7667
H 0.1023 -0.7327 1.9421
H 0.1593 -3.0862 0.8806
H 0.7129 -1.7844 -1.7248
H 1.1604 4.3357 -0.0576
H -1.4440 2.5034 1.7291
H 0.9400 4.4588 1.7117
H -0.4627 4.5915 0.6180
H -1.2980 -0.3829 -0.7559
H 1.5868 -2.1353 0.5353
H -0.1341 2.3758 2.7496

natural (NBO) atomic charge list, values in e, 5 entries:
1 O -0.6229
2 O -0.6214
3 N -0.6380
4 N -0.2959
5 N -0.6140

***

Entry 3:
Here is a cluster of 2 separate species, C6H13N3SSi in total from OMol25. Energies are from ωB97M-V/def2-TZVPD.

Properties
ΔE to the lowest compared entry with this formula, charge and spin (kJ/mol): 331.9
HOMO level (spin up / spin down) (eV): -7.28 / -7.29
Gap between HOMO and LUMO (spin up / spin down) (eV): 5.101 / 5.166
Total energy (eV): -29612.546
E_LUMO (spin up / spin down) (eV): -2.17 / -2.13
F_max (eV/Å): 4.479
Charge: 0

Element x y z (Å)
S 3.2156 -1.2781 1.7936
Si -1.4854 -0.1500 0.2210
N 1.7741 1.0479 -0.8109
N 1.6441 0.2080 0.2094
N 3.7400 0.1345 -0.4361
C -0.2338 -1.2949 0.8374
C -1.2954 1.6958 0.9079
C -1.2016 -0.2450 -1.6807
C 2.8531 -0.2879 0.5224
C 3.0055 0.9799 -1.2183
C -3.1103 -0.9895 0.6933
H -3.2074 -1.9533 0.1377
H 0.4275 -2.1579 0.5052
H -3.3801 -1.2240 1.7374
H -0.0620 -1.1674 1.9029
H -2.1015 2.4375 0.7585
H 4.6801 -0.2237 -0.5509
H -4.0149 -0.3952 0.3118
H -0.8706 1.8198 1.9707
H -1.0731 -1.1999 -2.0757
H 3.4162 1.5731 -1.8880
H -1.9792 0.2333 -2.3245
H -0.4792 2.0801 0.3015
H -0.2614 0.3566 -1.8258

natural (NBO) atomic charge list, values in e, 5 entries:
1 S -0.3241
2 Si 1.5396
3 N -0.3037
4 N -0.3160
5 N -0.5623

***

Entry 4:
Here is the ion C6H13N4 with charge +1 from OMol25. Energies are from ωB97M-V/def2-TZVPD.

Properties
ΔE to the lowest compared entry with this formula, charge and spin (kJ/mol): 94.7
SMILES: [H]/N=C(C)/C=C(/N)NC(C)=[NH2+]
HOMO level (eV): -12.36
Gap between HOMO and LUMO (eV): 9.182
Total energy (eV): -12385.927
E_LUMO (eV): -3.18
F_max (eV/Å): 4.163
Charge: +1

Element x y z (Å)
N 1.7071 -0.1393 -1.2517
N 1.0653 0.7171 0.7743
N 0.1173 2.9502 0.2279
N -0.5212 -1.3230 -0.1792
C 0.0517 1.5368 0.2366
C -1.1291 0.9420 -0.2330
C 1.5201 -0.3114 0.0536
C -2.8714 -0.9795 -0.2693
C -1.4495 -0.4415 -0.1330
C 2.2532 -1.4209 0.7675
H 2.1608 -0.7221 -1.9263
H 0.6783 3.3002 1.0042
H -3.0034 -0.6009 -1.2583
H -0.7212 3.3355 -0.1341
H 1.2354 0.6145 -1.7345
H -2.8383 -2.1238 -0.0391
H 1.0953 0.7422 1.7958
H -1.9610 1.4642 -0.5987
H 3.3060 -1.1456 0.6299
H -3.6612 -0.4079 0.2889
H -0.8977 -2.2021 -0.0136
H 1.8951 -1.4188 1.7949
H 1.9685 -2.3661 0.1972

natural (NBO) atomic charge list, values in e, 5 entries:
1 N -0.7502
2 N -0.6190
3 N -0.7807
4 N -0.6822
5 C 0.3963

***

Entry 5:
Here is a cluster of 2 separate species, C6H13N4 in total from OMol25. Energies are from ωB97M-V/def2-TZVPD.

Properties
ΔE to the lowest compared entry with this formula, charge and spin (kJ/mol): 191.9
Multiplicity: 3
HOMO level (spin up / spin down) (eV): -9.70 / -12.22
Gap between HOMO and LUMO (spin up / spin down) (eV): 7.361 / 5.414
Total energy (eV): -12381.437
E_LUMO (spin up / spin down) (eV): -2.34 / -6.80
F_max (eV/Å): 4.641
Charge: +1

Element x y z (Å)
N 0.2666 -1.6627 -0.6487
N -3.2555 1.1741 0.0208
N 1.4457 1.4730 0.2293
N -0.1202 -2.6510 0.1647
C -2.5780 -0.9026 0.3828
C -3.5545 0.0301 0.6431
C -0.3576 -0.5338 -0.9106
C -2.1575 1.0341 -0.7122
C 2.6226 0.6162 0.1433
C -1.6291 -0.2598 -0.4828
H 2.7934 -0.0356 0.9143
H -0.6188 -2.5285 0.9872
H 1.2604 1.9732 -0.6021
H 0.3280 0.1934 -1.2469
H -4.4882 0.0081 1.2691
H 1.1909 -1.5914 -0.8989
H 2.3815 0.0156 -0.6687
H -3.9180 1.9130 -0.0607
H -1.6893 1.7139 -1.3454
H 0.0248 -3.5717 -0.0643
H 1.3367 2.1181 1.1339
H 3.5970 1.1740 -0.0495
H -2.7248 -1.9217 0.5866

natural (NBO) atomic charge list, values in e, 5 entries:
1 N -0.2365
2 N -0.5330
3 N -0.8782
4 N -0.6010
5 C -0.3574

***

Entry 6:
Here is a cluster of 2 separate species, C6H13N4 in total from OMol25. Energies are from ωB97M-V/def2-TZVPD.

Properties
ΔE to the lowest compared entry with this formula, charge and spin (kJ/mol): 507.4
Multiplicity: 3
HOMO level (spin up / spin down) (eV): -8.70 / -15.47
Gap between HOMO and LUMO (spin up / spin down) (eV): 4.641 / 9.355
Total energy (eV): -12378.166
E_LUMO (spin up / spin down) (eV): -4.06 / -6.11
F_max (eV/Å): 11.202
Charge: +1

Element x y z (Å)
N 0.7557 0.2308 1.1073
N 0.8810 1.1763 1.9709
N -0.5124 -0.2715 2.8301
N 0.1249 0.9187 2.9390
C 0.6487 -1.3035 -2.4139
C 0.3117 1.0231 -1.6803
C -1.3941 -0.7579 3.8595
C -0.1291 -0.2102 -1.7062
C -0.1540 -0.6940 1.6181
C -0.2755 2.1680 -1.0614
H -1.8010 -1.5652 3.3259
H -2.2117 0.0172 3.9816
H -1.0774 -0.5042 -1.3638
H -0.4528 3.0211 -1.7557
H 1.5807 -0.8752 -2.3220
H 1.2945 1.4105 -2.0778
H 0.3116 2.6117 -0.3445
H 1.1143 0.1781 0.1646
H -0.3908 -1.6407 1.0387
H 0.5255 -2.2702 -2.0043
H -1.2197 2.1341 -0.6684
H -0.9849 -0.7317 4.8102
H 0.4715 -1.1666 -3.4425

natural (NBO) atomic charge list, values in e, 5 entries:
1 N -0.3149
2 N 0.0440
3 N -0.1380
4 N -0.0099
5 C -0.6607

***

Entry 7:
Here is a cluster of 2 separate species, C6H13N4O2 in total from OMol25. Energies are from ωB97M-V/def2-TZVPD.

Properties
ΔE to the lowest compared entry with this formula, charge and spin (kJ/mol): 187.9
HOMO level (eV): -11.99
Gap between HOMO and LUMO (eV): 9.419
Total energy (eV): -16480.917
E_LUMO (eV): -2.57
F_max (eV/Å): 6.615
Charge: +1

Element x y z (Å)
O 0.5137 0.9805 -0.6239
O 2.2149 0.5748 1.0787
N 1.3904 -1.3050 0.2349
N -1.1166 -0.6916 -0.7005
N 2.8862 0.1961 -0.9895
N -1.3474 0.8743 0.8129
C -1.0055 2.0063 1.6675
C -0.8402 -1.3668 -1.9057
C 2.0190 -0.0756 -0.0545
C -2.4280 0.0168 1.0165
C -0.5806 0.4681 -0.2430
C -2.1803 -0.9827 0.0573
H 3.1142 -0.2679 -1.9036
H 2.9371 1.1801 1.0674
H 0.2700 -1.1047 -2.1331
H -1.3631 -1.0841 -2.6971
H -0.6881 2.8251 1.0368
H -2.8912 -1.7771 -0.2218
H -3.0314 0.0745 1.8833
H -0.1509 1.8314 2.3859
H -0.9526 -2.5527 -1.7978
H 2.9830 1.1346 -1.1732
H 0.7890 -1.6674 -0.3993
H -1.8739 2.1065 2.3130
H 1.3322 -1.3937 1.2890

natural (NBO) atomic charge list, values in e, 5 entries:
1 O -0.6780
2 O -0.6537
3 N -0.8130
4 N -0.3895
5 N -0.8003

***

Entry 8:
Here is a structure of composition C6H13N4O3 from OMol25. Energies are from ωB97M-V/def2-TZVPD.

Properties
ΔE to the lowest compared entry with this formula, charge and spin (kJ/mol): 305.7
HOMO level (eV): -13.24
Gap between HOMO and LUMO (eV): 10.192
Total energy (eV): -18525.765
E_LUMO (eV): -3.04
F_max (eV/Å): 5.918
Charge: +1

Element x y z (Å)
O 1.3182 2.2331 -0.6220
O -1.5688 0.4546 0.6400
O -2.1273 -1.2504 -0.6709
N 2.7196 0.8200 0.3614
N 3.4226 -0.2482 0.4002
N 0.0340 -1.6218 0.8530
N 0.7235 0.0352 -0.7533
C 1.0529 -1.2461 -0.2878
C -0.5330 0.3286 -1.4913
C -1.9957 1.6752 1.1626
C -1.8359 0.1469 -0.6727
C 2.9575 -1.3456 0.1958
C 1.5340 1.0754 -0.3308
H -0.4376 -0.2455 -2.4670
H -1.0130 -1.5688 0.3925
H 0.9757 -1.9477 -1.0258
H -0.3650 1.4588 -1.7497
H 0.1393 -0.8897 1.6180
H -2.9003 2.2129 0.6917
H -2.9696 -1.3847 -0.3454
H 0.1381 -2.6683 1.1856
H -2.6122 0.8599 -1.0554
H 3.3873 -2.3493 0.1223
H -1.0874 2.3123 1.1189
H 3.1904 1.7299 0.5259
H -2.1472 1.4233 2.2044

natural (NBO) atomic charge list, values in e, 5 entries:
1 O -0.6027
2 O -0.5732
3 O -0.7034
4 N -0.4375
5 N -0.1747

***

Entry 9:
Here is the ion C6H13NO with charge -1 from OMol25. Energies are from ωB97M-V/def2-TZVPD.

Properties
ΔE to the lowest compared entry with this formula, charge and spin (kJ/mol): 101.3
Multiplicity: 2
HOMO level (spin up / spin down) (eV): -2.80 / -2.99
Gap between HOMO and LUMO (spin up / spin down) (eV): 6.862 / 6.970
Total energy (eV): -9968.479
E_LUMO (spin up / spin down) (eV): 4.06 / 3.98
F_max (eV/Å): 1.012
Charge: -1

Element x y z (Å)
O 0.6742 1.9492 1.7707
N -0.7887 -1.0649 0.3382
C 0.4061 0.7874 -0.7171
C 0.7186 -0.0249 -2.0043
C -0.8191 1.6817 -0.8789
C 0.2399 -0.1485 0.4986
C 0.0972 0.7802 1.8705
C -0.4729 -2.3584 0.8455
H 1.6957 0.2541 -2.3957
H 0.4003 -2.8160 0.3537
H -0.0657 0.1311 -2.7389
H -0.7311 2.2967 -1.7765
H 1.2306 -0.6223 0.6428
H -0.1589 -2.3458 1.9047
H -1.7103 1.0491 -1.0153
H 1.2519 1.4131 -0.4379
H 0.7553 -1.0978 -1.7942
H -1.3404 -3.0212 0.7906
H -0.8902 2.2669 0.0286
H -1.0086 0.7872 2.0585
H 0.5162 0.1031 2.6563

natural (NBO) atomic charge list, values in e, 5 entries:
1 O -0.8519
2 N -0.3990
3 C -0.2215
4 C -0.6099
5 C -0.6234

***

Entry 10:
Here is the ion C6H13NO with charge -1 from OMol25. Energies are from ωB97M-V/def2-TZVPD.

Properties
ΔE to the lowest compared entry with this formula, charge and spin (kJ/mol): 124.3
Multiplicity: 2
HOMO level (spin up / spin down) (eV): 0.39 / -3.21
Gap between HOMO and LUMO (spin up / spin down) (eV): 3.546 / 7.065
Total energy (eV): -9968.241
E_LUMO (spin up / spin down) (eV): 3.94 / 3.86
F_max (eV/Å): 1.636
Charge: -1

Element x y z (Å)
O -1.9693 1.0921 -1.6550
N -0.1272 -1.5218 0.3279
C -0.0388 1.6227 1.7079
C -1.6166 -0.0698 -1.2337
C 0.1688 -2.3166 -0.8780
C -0.8174 -0.2224 0.0675
C 0.0414 1.0436 0.2849
C 1.5268 0.8550 -0.1243
H -1.0798 1.6166 2.0359
H 1.6779 1.3268 -1.1015
H 0.3248 -1.7043 -1.7644
H 1.8272 -0.1875 -0.1684
H -1.6251 -0.2514 0.8144
H 0.7188 -1.2800 0.8243
H -0.3517 1.7850 -0.4079
H 0.9354 -3.0489 -0.6129
H -0.7291 -2.9274 -1.0116
H 0.2241 2.6776 1.7262
H -1.9590 -1.0234 -1.6468
H 0.6538 1.0697 2.3441
H 2.2149 1.4644 0.4712

natural (NBO) atomic charge list, values in e, 5 entries:
1 O -0.7989
2 N -0.6438
3 C -0.6057
4 C 0.0104
5 C -0.4396

***

Entry 11:
Here is a cluster of 2 separate species, C6H13NO in total from OMol25. Energies are from ωB97M-V/def2-TZVPD.

Properties
ΔE to the lowest compared entry with this formula, charge and spin (kJ/mol): 205.7
SMILES: C/C=C(N)/C=C/C.O
HOMO level (eV): -8.11
Gap between HOMO and LUMO (eV): 9.033
Total energy (eV): -9969.043
E_LUMO (eV): 0.93
F_max (eV/Å): 1.811
Charge: 0

Element x y z (Å)
O -2.1940 2.7585 0.2521
N 0.5627 -1.5774 1.5755
C 1.1345 0.5726 0.7063
C 0.6467 -0.6531 0.5030
C 2.0125 0.9768 1.8677
C -0.7543 -0.4950 -1.5077
C 0.1858 -1.1294 -0.8210
C -1.1323 -1.0332 -2.8597
H 2.6307 1.7997 1.4971
H -1.2675 0.3634 -1.1128
H 0.5995 -2.0867 -1.1219
H 1.5018 1.2637 2.7933
H -1.4696 -0.3054 -3.6021
H -2.0469 1.9777 -0.2845
H -0.3494 -1.5342 -3.4290
H 2.7701 0.2151 2.1028
H 1.0678 1.2894 -0.0803
H 1.4329 -1.6136 2.1001
H -2.0006 2.5298 1.1687
H 0.4088 -2.5025 1.1832
H -2.0471 -1.6207 -2.7099

natural (NBO) atomic charge list, values in e, 5 entries:
1 O -0.9391
2 N -0.8063
3 C -0.2590
4 C 0.1401
5 C -0.6509

***

Entry 12:
Here is the molecule C6H13NO from OMol25. Energies are from ωB97M-V/def2-TZVPD.

Properties
ΔE to the lowest compared entry with this formula, charge and spin (kJ/mol): 149.1
SMILES: [H]/N=C\C(C)(C)[C@H](C)O
HOMO level (eV): -9.68
Gap between HOMO and LUMO (eV): 10.529
Total energy (eV): -9969.629
E_LUMO (eV): 0.85
F_max (eV/Å): 2.257
Charge: 0

Element x y z (Å)
O -2.2122 0.1750 0.2174
N 1.1638 1.8278 -0.9087
C -1.0924 -0.4652 -0.3198
C 1.4466 -0.9556 0.1427
C 0.0241 -0.1020 2.0225
C 0.3139 -0.0101 0.5275
C -0.9474 -0.2376 -1.7987
C 0.5525 1.3957 0.1228
H 1.8444 1.1724 -1.2929
H 2.3607 -0.6847 0.6704
H -0.2103 -1.1320 2.2958
H 1.1893 -1.9772 0.4188
H -0.4153 0.7558 -1.9641
H -1.9184 -0.2679 -2.2890
H 1.6507 -0.9441 -0.9259
H 0.8899 0.2159 2.6012
H -0.8226 0.5230 2.2888
H -1.1965 -1.5227 -0.0652
H -2.2412 1.0817 -0.1094
H -0.0832 2.1272 0.6222
H -0.2962 -0.9756 -2.2564

natural (NBO) atomic charge list, values in e, 5 entries:
1 O -0.7114
2 N -0.6246
3 C 0.1388
4 C -0.6210
5 C -0.6076